# 1
An isolated molecule of C12H26N8O3 in a non-equilibrium geometry. Source: the OMol25 dataset; level of theory: the ωB97M-V functional and the def2-TZVPD basis.

Computed properties:
Kohn-Sham gap	9.558	eV
calculated total energy	-30930.418	eV
E_HOMO	-9.029	eV
SMILES	[H]/N=C(/N)NCCC[C@H](NC(=O)[C@@H](N)CCCN/C(N)=N/[H])C(=O)O
net charge	0
strongest force on any atom	2.95	eV Å⁻¹

Structure (XYZ):
```
49
Properties=species:S:1:pos:R:3:forces:R:3:mulliken_charge:R:1
C -0.21092 -1.04099 -2.15640 -1.10 1.30 0.90 -0.2012
C -0.08455 0.47920 -1.70482 0.16 -1.62 -0.81 0.6699
C -0.75800 -2.02216 -1.04165 1.86 -0.55 -1.96 -0.6067
C -1.84106 -1.48373 -0.15809 -1.30 -0.07 0.87 -0.0307
C -3.03189 -0.97141 -0.96804 -0.13 -0.33 0.05 -0.6221
C -3.98318 0.56906 0.71485 0.25 1.25 1.30 0.3274
C 0.91419 2.04703 -0.04407 -0.84 0.36 0.68 0.4392
C 1.50308 3.17747 -0.90283 0.79 0.15 1.13 0.5075
C 1.70411 1.90738 1.28532 0.19 -0.37 -0.62 -1.1135
C 1.24290 0.79550 2.28091 -1.03 0.76 0.01 -0.1667
C 2.15262 -0.42172 2.38953 0.15 0.38 -0.29 -1.1652
C 3.15419 -1.59997 0.37615 -0.10 -1.23 0.42 0.5836
H 1.26975 -0.90099 -3.52576 -0.20 -0.31 0.12 0.3699
H 1.79054 -1.49058 -2.11732 -0.04 -0.31 0.19 0.3101
H -0.96037 -0.93389 -2.96059 0.23 -0.22 0.35 0.4944
H -1.04645 -2.91483 -1.68138 -0.10 0.81 1.05 0.3519
H 0.16336 -2.36335 -0.52871 -0.58 0.13 0.20 0.0633
H -1.58319 -0.66186 0.55011 0.43 -0.51 -0.74 -0.3556
H -2.31772 -2.24916 0.49661 0.76 0.06 -0.37 0.5568
H -3.40635 -1.77721 -1.63649 0.07 0.41 0.51 0.4548
H -2.71158 -0.15024 -1.61809 -0.37 0.23 0.26 0.2372
H -5.05418 -0.74203 -0.35000 0.54 0.01 0.15 0.3060
H -3.02832 2.18386 1.20338 -0.31 0.45 0.81 0.1949
H -5.16767 1.62577 2.07115 0.22 0.10 0.16 0.2297
H -5.71418 0.06188 1.75259 0.23 0.32 -0.13 0.2159
H 1.17144 -0.01629 -0.25623 0.10 0.16 -0.03 -0.2668
H -0.12102 2.36842 0.26579 0.58 -0.42 -0.59 -0.0304
H 2.76319 1.84778 1.02725 0.15 -0.48 0.01 0.3399
H 1.70486 2.87755 1.76968 -0.46 0.14 0.04 0.5891
H 0.19615 0.43176 1.98829 1.24 0.58 0.55 -0.0866
H 1.18709 1.30382 3.27493 -0.19 -0.63 -0.61 0.4293
H 1.86187 -1.02025 3.26095 0.04 0.00 -0.20 0.3810
H 3.20234 -0.12675 2.53534 -0.33 -0.07 -0.07 0.4585
H 1.40967 -2.03627 1.30904 0.69 0.95 -0.45 0.2558
H 2.50956 -3.37852 0.16899 -0.74 -0.25 -0.09 0.2555
H 5.02245 -0.99776 -0.18885 -0.41 -0.19 0.17 0.3335
H 4.05146 0.26483 0.27066 -0.26 0.20 0.11 0.1755
H 0.24534 2.72881 -2.18766 -0.22 -0.34 -0.62 0.3869
N 1.00246 -1.51923 -2.75660 0.56 0.06 -0.38 -0.6480
N -4.10020 -0.61837 -0.00884 0.04 0.84 -0.36 -0.3189
N -2.88677 1.28558 0.79614 -1.50 -2.06 -1.48 -0.4720
N -5.20537 0.87326 1.41227 0.78 -0.74 -1.19 -0.5132
N 0.86751 0.79020 -0.80484 -0.03 -0.42 1.19 0.0848
N 2.03681 -1.22203 1.15658 0.18 -0.76 0.51 -0.1912
N 3.15579 -2.73920 -0.25110 1.58 1.89 0.34 -0.7916
N 4.25260 -0.71097 0.41209 -0.74 -0.91 -0.75 -0.4737
O -0.72456 1.29631 -2.34056 -0.44 1.08 0.07 -0.8021
O 2.34685 3.91137 -0.44799 -0.03 -0.02 -0.26 -0.6110
O 1.05536 3.28292 -2.13167 -0.37 0.21 -0.12 -0.5355
```
Forces are in eV/Å.


# 2
The ion C3H9BNO3 with charge +1 in a non-equilibrium geometry. Source: the OMol25 dataset; level of theory: the ωB97M-V functional and the def2-TZVPD basis.

Computed properties:
Kohn-Sham gap	10.285	eV
calculated total energy	-11560.200	eV
E_HOMO	-14.163	eV
SMILES	[NH2+]=C[C@H](O)CB(O)O
net charge	+1
strongest force on any atom	6.72	eV Å⁻¹

Structure (XYZ):
```
17
Properties=species:S:1:pos:R:3:forces:R:3:mulliken_charge:R:1
B 1.55347 -0.21550 0.16776 0.27 1.93 -1.81 0.5331
C -0.79021 0.77574 0.16726 1.91 6.16 1.91 0.3168
C 0.78407 1.24868 0.32834 0.00 -2.13 0.60 -0.8424
C -1.24360 -0.52296 0.50935 -0.46 -0.67 1.95 0.0530
N -1.95246 -1.22816 -0.32262 1.02 0.86 1.45 -0.2635
O -1.10190 1.05349 -1.13566 -1.36 0.47 -2.35 -0.6408
O 2.83779 -0.16976 -0.27266 1.78 -2.85 0.32 -0.5251
O 0.67713 -1.30014 0.17587 0.73 1.82 0.55 -0.4644
H -1.15880 1.53501 1.01131 -0.49 -1.54 -1.78 0.2316
H 0.91467 2.05788 -0.43976 0.13 -1.22 0.52 0.3566
H 1.08898 1.74140 1.29123 -0.77 -0.63 -0.57 0.3321
H -1.14765 -0.76093 1.60141 -0.21 -0.29 -1.37 0.3109
H -1.04133 1.95924 -1.55830 0.12 -1.45 1.60 0.3947
H -2.00872 -2.18977 -0.05756 -0.87 -0.58 -0.58 0.2983
H -1.93190 -0.82931 -1.24591 -0.38 -0.47 -0.75 0.2740
H 3.46378 -1.00797 -0.38963 -2.31 2.57 0.40 0.3299
H 1.05669 -2.14696 0.16958 0.87 -1.98 -0.11 0.3053
```
Forces are in eV/Å.


# 3
A structure of composition C3H10NO2. Source: the OMol25 dataset; level of theory: the ωB97M-V functional and the def2-TZVPD basis.

Computed properties:
Kohn-Sham gap	8.090	eV
calculated total energy	-8858.155	eV
E_HOMO	-3.632	eV
net charge	-1
strongest force on any atom	0.58	eV Å⁻¹

Structure (XYZ):
```
16
Properties=species:S:1:pos:R:3:forces:R:3:mulliken_charge:R:1
C 1.53310 0.41348 -0.10086 -0.16 0.12 0.18 -0.6348
O 0.48639 1.11059 0.48494 -0.10 -0.17 -0.06 -0.7283
C 1.24338 -0.00055 -1.55398 -0.06 0.20 0.44 -0.3417
N 0.44825 -1.22857 -1.59589 0.40 -0.11 -0.01 -0.6782
H 2.43424 1.04582 -0.06046 0.10 -0.02 -0.24 0.3126
H 1.77715 -0.50527 0.45837 0.04 -0.13 0.01 0.2855
H -0.40225 0.36657 0.66668 0.13 0.09 -0.04 0.4451
H 0.71427 0.86249 -1.97829 0.11 0.04 -0.23 0.2249
H 2.18405 -0.16083 -2.09135 0.01 -0.03 -0.08 0.3945
H 0.11666 -1.40945 -2.53176 -0.17 0.05 -0.06 0.1830
H -0.34717 -1.14304 -0.97395 -0.23 0.05 0.16 0.3476
C -2.16776 0.05121 1.82430 0.17 -0.19 -0.52 -0.6709
O -1.33066 -0.44798 0.84462 -0.08 -0.05 -0.05 -0.7426
H -2.52180 -0.75575 2.49048 0.01 0.15 0.21 0.1881
H -1.66379 0.83020 2.41631 -0.05 -0.02 0.30 0.2296
H -3.07642 0.52798 1.40851 -0.10 0.02 0.01 0.1855
```
Forces are in eV/Å.


# 4
A structure of composition C25H70N6O7 in a non-equilibrium geometry. Source: the OMol25 dataset; level of theory: the ωB97M-V functional and the def2-TZVPD basis.

Computed properties:
Kohn-Sham gap	7.611	eV
calculated total energy	-50313.415	eV
E_HOMO	-7.078	eV
net charge	0
strongest force on any atom	6.96	eV Å⁻¹

Structure (XYZ):
```
108
Properties=species:S:1:pos:R:3:forces:R:3:mulliken_charge:R:1
C -0.10326 0.49128 -0.08994 1.50 -0.06 1.16 -1.7991
O 0.74706 1.57297 -0.58515 -2.44 -0.03 0.76 -0.6312
H 0.30627 0.02311 0.80515 0.69 1.22 -2.45 -0.3753
H -1.01916 0.81392 0.40518 0.21 0.44 -0.81 2.0683
H -0.38760 -0.29005 -0.79476 1.31 1.83 0.78 -0.1398
H 1.66716 1.30021 -0.61011 -1.31 -0.24 -0.23 -0.8937
C -0.25028 -4.49879 5.61454 -1.08 0.43 -0.82 -1.5460
C 0.29851 -3.16448 5.00926 0.05 -1.07 0.03 0.6617
C -0.32554 -2.70964 3.64705 0.11 -1.49 -1.04 -1.0600
O 0.57976 -1.93563 2.88335 -0.27 0.44 0.62 0.0164
C 0.30276 -1.67262 1.49932 -0.75 -1.85 3.27 -2.2011
N 0.14340 -2.20186 6.06847 0.09 0.98 0.26 -0.6858
H -0.35253 -5.30409 4.88713 0.23 0.00 -0.10 0.3534
H -1.26157 -4.29113 5.96418 -0.34 0.03 -0.12 0.3476
H 0.21407 -4.88557 6.52168 0.70 0.43 -0.29 0.3622
H 1.36922 -3.31747 4.87415 0.08 0.14 -0.31 0.1078
H -1.32398 -2.29178 3.77586 -0.04 0.82 0.36 0.3650
H -0.54055 -3.52481 2.95613 -0.08 -1.00 0.37 0.2689
H 0.01252 -2.58197 0.97307 0.04 -0.50 5.71 0.7220
H 1.18343 -1.31159 0.96812 -0.43 -0.57 1.06 0.3413
H -0.54272 -0.98918 1.42081 -0.29 -0.70 0.32 0.7708
H -0.82552 -1.92050 6.11447 -0.35 -0.11 0.22 0.3237
H 0.61838 -1.33999 5.84114 0.32 0.19 -0.04 0.2796
C 1.56250 0.38184 -2.97382 0.81 -1.42 1.19 -2.0865
C 0.63443 0.87852 -4.01099 0.16 2.06 1.20 1.0235
C -0.52062 0.01918 -4.41635 -1.02 0.19 -0.90 -1.2468
O -1.09080 0.32915 -5.71779 -0.13 -6.88 -1.04 -0.4298
C -2.04855 -0.70284 -6.24478 0.39 1.50 -0.47 -0.9390
N 0.24546 2.20767 -3.41822 -0.17 -0.50 -1.49 -0.4322
H 2.12063 -0.45317 -3.39732 0.61 0.04 0.54 0.6649
H 1.05197 0.13193 -2.04376 0.30 -0.59 -0.53 0.6836
H 2.25598 1.16529 -2.66822 0.13 0.15 -0.59 0.4952
H 1.31778 0.79573 -4.85613 -0.26 1.55 -0.92 0.1275
H -1.37212 0.03873 -3.73616 -0.03 0.46 0.52 0.4110
H -0.23190 -1.02822 -4.32873 0.99 3.86 -3.42 1.1061
H -1.96342 -0.73032 -7.33110 0.41 0.35 -0.04 0.3278
H -3.04742 -0.30609 -6.06326 0.10 -0.50 0.25 0.3392
H -1.97403 -1.75622 -5.97467 0.54 0.24 0.86 0.3079
H -0.71462 2.23757 -3.73042 0.99 1.01 0.44 0.1538
H 0.23692 2.26159 -2.40970 0.55 -0.96 0.09 0.2845
C 0.02419 -2.08048 -3.14864 -1.52 -2.94 1.51 -1.2222
C -0.62190 -1.99665 -1.75363 0.37 -2.32 -0.27 1.5012
C -1.89121 -2.89456 -1.48762 0.53 0.32 0.20 -1.0434
O -2.14252 -2.91939 -0.04810 0.49 0.15 -1.18 -0.2217
C -3.19215 -3.78113 0.37042 0.85 0.49 0.84 -0.8894
N 0.39626 -2.30408 -0.78030 -0.22 0.20 -1.87 -0.3722
H 0.25383 -3.10811 -3.43033 0.22 -0.37 0.43 0.7045
H 0.91943 -1.46857 -3.25919 -0.70 -0.87 0.47 0.0144
H -0.71599 -1.75797 -3.88091 -0.75 -3.22 2.01 -0.0265
H -0.96811 -0.99305 -1.50658 -0.57 -0.82 -1.43 -0.7207
H -1.71439 -3.90359 -1.86002 0.02 -0.27 0.10 0.5076
H -2.74643 -2.47633 -2.01845 -0.25 0.06 0.01 0.5063
H -3.10647 -3.90910 1.44948 0.25 0.38 0.23 0.1976
H -3.01202 -4.80220 0.03418 -0.71 0.05 -0.80 0.3871
H -4.14365 -3.26564 0.23991 -0.32 -0.70 -0.67 0.3011
H -0.06483 -2.54778 0.08463 -0.09 -0.21 -4.35 0.3714
H 1.14620 -2.96226 -0.93675 -0.24 -0.13 -0.81 0.2181
C 3.51933 -2.48917 2.63733 -0.26 -1.32 -0.44 -1.0975
C 3.81372 -1.13030 3.15801 1.06 0.33 0.65 0.6972
C 2.60125 -0.22494 2.93806 2.60 0.75 -0.15 -0.6813
O 2.35420 -0.07184 1.48451 -1.22 -0.93 1.70 0.4653
C 3.20469 0.65660 0.71046 2.21 -0.05 0.84 -0.9725
N 4.26625 -1.22937 4.58982 -0.91 0.54 -0.75 -0.8293
H 3.39789 -2.50131 1.55418 -0.29 -0.03 -0.08 0.0976
H 2.60937 -2.83043 3.13092 -0.14 -0.01 -0.40 0.0501
H 4.23624 -3.27591 2.87226 0.58 0.29 0.02 0.6398
H 4.68267 -0.66594 2.69174 0.03 -0.08 -0.51 0.2452
H 2.80958 0.78336 3.29587 0.03 -0.61 0.11 0.3504
H 1.76713 -0.65861 3.48969 -0.01 0.52 -0.84 0.1002
H 3.67186 1.45551 1.28628 0.25 0.25 0.03 0.5630
H 2.71351 1.14458 -0.13139 1.39 -0.63 0.54 0.4136
H 3.99074 -0.04026 0.41960 0.39 0.39 -0.83 0.3536
H 4.83749 -2.06206 4.61038 0.29 -0.07 0.19 0.3113
H 3.45008 -1.48020 5.12931 -0.26 -0.03 0.43 0.3024
C 0.19634 1.60092 2.30505 -0.70 0.95 0.32 -0.9712
C 1.32251 2.66508 2.41743 -3.24 0.27 -1.77 0.4610
C 0.72646 4.12789 2.39672 0.03 -1.19 0.67 -0.9750
O -0.18839 4.27905 3.52172 0.29 1.09 -0.43 -0.3257
C -0.60164 5.68281 3.62485 0.55 -1.09 -1.66 -0.7613
N 1.98227 2.40612 3.61381 1.10 0.82 1.42 -0.3549
H -0.46930 1.71104 1.44896 0.63 1.12 0.80 0.2234
H -0.49742 1.67145 3.14281 0.27 -0.09 0.52 0.7733
H 0.61013 0.60014 2.18134 -0.18 0.87 1.01 0.0193
H 1.93299 2.48932 1.53169 0.19 0.61 0.18 -0.4135
H 0.27958 4.32604 1.42247 -0.47 0.10 0.01 0.4295
H 1.53607 4.84242 2.54536 0.28 0.11 -0.06 0.5909
H -1.33015 5.84345 2.83015 -0.58 0.09 0.26 0.3014
H 0.22873 6.29418 3.27156 0.29 0.28 0.61 0.3200
H -0.97469 6.00555 4.59684 0.17 -0.57 -0.02 0.2474
H 1.26467 2.44375 4.32353 0.27 0.22 0.56 0.3479
H 2.64579 3.15776 3.73573 0.20 0.09 0.76 0.3013
C -3.47224 2.03386 -5.45179 -2.06 -0.89 0.73 -1.7193
C -2.49123 2.92436 -4.82189 1.58 0.04 -0.85 0.6238
C -2.59659 3.05991 -3.23138 0.56 0.27 -2.69 -1.1451
O -2.47203 1.79684 -2.66393 -0.73 -1.11 1.13 -0.3347
C -2.19158 1.68408 -1.23760 -0.17 1.29 -1.98 -0.7871
N -1.15052 2.53924 -5.42174 -0.87 4.36 -0.19 -0.7318
H -3.47213 1.04952 -4.98361 0.26 -0.02 -0.17 0.0755
H -3.28570 1.98120 -6.52442 -0.30 -0.13 0.08 0.4237
H -4.48013 2.38079 -5.22396 -0.39 0.20 -0.40 0.4953
H -2.67215 3.89790 -5.27750 -0.06 0.48 0.69 0.6676
H -3.54997 3.54780 -3.02854 -0.10 0.05 0.32 0.4933
H -1.74994 3.72999 -3.08225 0.04 0.14 1.01 0.3463
H -2.99067 2.08145 -0.61179 -0.33 -0.11 -0.03 0.2485
H -1.30959 2.30785 -1.09231 0.01 -0.09 0.42 0.3456
H -1.94040 0.65456 -0.98245 -1.02 0.61 -0.91 0.2794
H -1.05149 1.57320 -5.69933 -0.84 1.39 0.30 0.4625
H -1.10583 2.96100 -6.33837 -0.04 0.84 -0.03 0.3734
```
Forces are in eV/Å.